# 1
Density functional theory data (ωB97M-V/def2-TZVPD) for 16 unconnected molecules or ions with the total composition C24H80N8O16 at a distorted geometry.

Calculated values
HOMO level   -7.44 eV
LUMO   -0.0126 Ha
Total energy   -2604.08569 hartree
Frontier orbital gap   7.1 eV

The geometry in XYZ format:
```
128
Properties=species:S:1:pos:R:3:forces:R:3
C 0.402 3.193 3.542 0.4 -0.4 1.1
C -0.005 2.296 4.689 0.0 -0.4 -1.1
O -0.455 2.929 5.839 -0.4 0.3 1.8
H 0.689 2.610 2.658 -0.1 0.2 0.2
H 1.259 3.675 3.955 1.1 0.8 -0.3
H -0.300 3.971 3.318 -0.6 0.1 -0.2
H 0.797 1.631 4.951 0.8 -0.3 0.0
H -0.798 1.681 4.395 -1.3 -1.3 -1.0
H -0.750 2.179 6.402 0.2 1.1 -0.3
C -3.936 0.208 -2.408 -1.2 -0.4 1.1
C -2.950 -0.948 -2.506 1.1 2.1 -1.7
O -1.891 -0.594 -3.418 -1.0 1.3 -0.3
H -4.800 -0.076 -1.753 0.7 -0.1 -0.4
H -4.417 0.518 -3.339 0.5 -0.5 -0.3
H -3.592 1.124 -1.965 0.7 0.4 0.2
H -3.439 -1.801 -2.816 -1.5 -2.0 -1.4
H -2.420 -1.310 -1.689 0.3 0.2 2.7
H -1.169 -1.217 -3.397 -0.1 -0.3 0.3
C 0.097 -1.165 -0.383 0.5 -0.7 1.5
C -0.597 0.062 0.054 1.4 0.4 0.8
O 0.390 1.081 -0.061 -1.8 1.2 -1.0
H 0.999 -1.333 0.244 -0.6 0.0 -0.4
H 0.395 -1.094 -1.387 0.4 0.1 -1.5
H -0.579 -1.963 -0.247 -0.7 -1.5 0.0
H -0.910 -0.052 1.113 -0.2 0.1 -0.6
H -1.428 0.280 -0.588 -0.4 0.3 -0.1
H 1.040 0.944 0.603 1.3 -0.1 1.2
C 1.711 5.734 1.268 -0.4 0.2 1.4
C 0.887 4.686 0.573 -0.5 -0.2 -0.1
O 0.564 5.074 -0.773 -0.1 -0.5 0.8
H 2.618 5.958 0.758 0.8 0.0 -0.5
H 1.984 5.384 2.310 -0.3 0.4 -1.1
H 1.187 6.690 1.342 -0.2 -0.1 0.1
H 0.009 4.443 1.195 -0.2 0.5 -0.5
H 1.424 3.746 0.630 0.4 -0.4 -0.5
H -0.149 4.460 -1.094 1.0 0.9 0.8
C 0.877 0.972 -3.140 -0.1 -0.3 0.7
C 1.191 2.229 -3.896 0.6 -1.6 -1.8
O 1.375 3.348 -3.079 0.8 -0.3 -0.2
H 1.733 0.727 -2.489 -0.5 0.1 0.0
H 0.749 0.135 -3.828 -0.1 0.0 -0.2
H -0.034 1.067 -2.543 0.2 -0.2 -0.1
H 0.473 2.370 -4.721 -0.1 0.5 0.7
H 2.108 1.959 -4.433 0.3 0.6 -0.1
H 2.298 3.260 -2.786 -0.2 0.5 0.0
C 1.627 -4.247 -1.685 -3.5 0.5 3.0
C 2.103 -4.716 -0.295 1.2 1.6 -1.7
O 1.203 -4.255 0.703 1.0 -0.3 1.2
H 0.661 -4.681 -1.997 0.4 -0.1 0.2
H 2.258 -4.247 -2.465 2.9 -1.1 -2.5
H 1.459 -3.174 -1.620 -0.4 0.2 0.6
H 3.108 -4.256 -0.249 -0.3 0.2 0.7
H 2.315 -5.749 -0.245 -0.4 -1.4 0.1
H 1.558 -4.453 1.611 -0.4 0.2 -1.4
C -2.649 -6.671 0.707 0.9 -0.6 -3.2
C -1.349 -5.917 0.801 0.8 0.4 0.7
O -1.413 -4.520 0.467 -1.2 -1.3 -0.2
H -3.358 -6.276 1.373 -1.3 0.4 0.7
H -2.368 -7.700 0.981 -0.5 0.2 -0.1
H -3.004 -6.687 -0.440 0.5 0.1 2.7
H -0.631 -6.418 0.141 0.1 0.1 0.1
H -0.934 -5.952 1.842 -0.4 -0.4 -0.6
H -0.500 -4.270 0.530 1.0 0.8 -0.1
C 4.030 3.853 -0.609 -0.2 -0.4 -0.2
C 3.850 2.491 -1.303 -0.2 0.8 1.3
O 4.054 2.759 -2.648 1.2 -0.9 -2.9
H 3.809 3.731 0.423 -0.4 0.1 1.1
H 3.408 4.665 -1.034 0.1 -0.7 0.1
H 5.062 4.192 -0.651 0.2 -0.1 -0.3
H 2.889 1.990 -1.136 -0.4 0.7 0.0
H 4.496 1.721 -0.944 1.1 -0.3 0.4
H 4.770 2.222 -3.080 -1.2 0.7 0.9
C 3.439 0.709 2.469 -2.5 3.7 -4.1
O 2.671 1.014 1.362 3.9 -2.2 4.5
N 4.761 0.884 2.569 1.7 -0.1 -2.7
N 2.865 0.560 3.633 -4.3 -1.3 1.7
H 5.333 0.966 1.690 -1.0 -0.2 1.6
H 5.181 0.579 3.425 0.4 0.0 -0.1
H 1.814 0.366 3.518 1.8 0.4 0.8
H 3.185 0.710 4.605 0.2 -0.2 -1.5
C -1.932 3.692 -2.101 -8.6 3.5 -2.1
O -3.260 4.055 -1.966 5.8 -1.4 -1.1
N -1.149 3.956 -3.120 0.6 1.0 -2.8
N -1.349 3.111 -1.150 2.3 -5.5 6.6
H -1.491 4.542 -3.882 0.1 -0.4 0.7
H -0.139 3.700 -3.105 -1.4 0.8 0.3
H -1.961 2.631 -0.403 0.8 1.2 -1.7
H -0.469 2.534 -1.229 -1.1 1.1 -0.2
C -0.535 -2.675 -5.187 -7.2 -1.1 -6.6
O -1.794 -2.937 -5.726 6.5 1.1 3.0
N 0.483 -2.346 -5.945 2.0 1.0 -2.6
N -0.278 -2.717 -3.937 -1.7 -2.2 5.4
H 0.299 -2.195 -6.974 0.6 -0.2 2.0
H 1.396 -2.150 -5.478 -1.2 -0.1 -1.3
H -1.013 -3.309 -3.469 1.3 1.1 -0.1
H 0.637 -2.683 -3.528 0.1 -0.1 -0.1
C -4.202 -2.132 0.585 5.1 4.0 1.0
O -3.288 -1.115 0.884 -3.9 -4.9 -0.9
N -3.875 -3.409 0.476 -0.4 -1.6 -0.1
N -5.435 -1.843 0.319 -3.1 0.9 -0.6
H -2.943 -3.680 0.716 0.7 -0.2 -0.2
H -4.517 -4.187 0.190 0.8 1.6 0.5
H -5.728 -0.886 0.455 0.0 -0.2 -0.3
H -6.065 -2.524 -0.122 0.5 0.8 0.5
C 0.504 -1.817 2.989 0.9 -0.2 2.6
O 0.388 -0.642 3.801 0.5 -0.7 -0.7
H 0.747 -2.713 3.595 -0.3 0.3 0.2
H 1.349 -1.700 2.383 1.0 0.4 -1.3
H -0.365 -2.025 2.459 -1.6 -0.2 -1.2
H -0.536 -0.547 4.043 -0.6 0.1 0.4
C 3.485 -0.850 -1.095 -0.1 1.1 -0.8
O 4.604 -0.966 -0.221 -0.6 -0.8 0.0
H 2.675 -0.307 -0.654 -0.3 0.4 0.6
H 3.038 -1.742 -1.487 0.2 -1.3 0.2
H 3.704 -0.287 -2.012 0.7 0.0 0.4
H 4.278 -1.497 0.534 0.4 0.6 -0.5
C -3.260 -0.364 4.080 -1.4 -1.8 -0.4
O -2.105 -0.654 4.812 1.3 0.4 -0.6
H -2.950 -0.135 3.067 -0.2 0.4 0.0
H -3.900 0.393 4.548 0.3 0.0 -0.3
H -3.814 -1.347 3.993 0.0 1.1 0.0
H -2.279 -0.688 5.730 -0.3 -0.1 1.4
C -2.422 2.300 1.802 0.5 -0.3 0.4
O -3.033 1.728 0.659 -0.7 0.2 0.5
H -2.101 3.330 1.557 0.3 -0.7 -0.1
H -1.624 1.600 2.113 0.3 0.9 -0.1
H -3.010 2.442 2.713 -0.8 -0.3 -0.3
H -3.112 0.756 0.747 -0.1 0.2 0.1
```
Forces are in eV/Å.

# 2
Density functional theory data (ωB97M-V/def2-TZVPD) for a molecular structure, C16H22Cl2O2PtSe at a distorted geometry.

Calculated values
Net charge   -2
2S+1   5
HOMO level (spin up / spin down)   -0.24 / -0.72 eV
LUMO (spin up / spin down)   0.1708 / 0.1446 Ha
Total energy   -4214.30856 hartree
⟨S²⟩   6.021
Frontier orbital gap (spin up / spin down)   4.9 / 4.7 eV

The geometry in XYZ format:
```
44
Properties=species:S:1:pos:R:3:forces:R:3
C 0.470 2.403 0.071 -2.3 0.5 0.7
C -0.979 2.385 0.360 1.7 -0.2 -1.7
C -1.615 1.965 -0.888 1.9 0.4 -0.6
C -1.608 3.004 1.532 0.1 0.5 1.1
C -0.622 1.643 -1.826 0.0 0.6 1.5
C 0.687 1.848 -1.216 -0.5 0.0 -1.4
C 2.013 1.646 -1.791 -0.7 0.7 -0.2
C 1.457 3.217 0.816 0.6 0.0 0.4
C -3.061 2.015 -1.094 -1.3 -0.3 -0.1
C -0.858 1.273 -3.238 -0.1 -0.3 -0.6
Pt -0.447 0.444 1.247 4.8 0.6 -0.4
Cl -2.296 -0.569 1.549 -4.1 -2.3 0.3
Cl -0.069 1.177 3.466 0.7 -0.1 1.5
O 0.321 -0.647 -0.336 -0.2 -0.4 0.2
H -0.966 2.740 2.396 -0.6 0.9 -0.4
H -2.564 2.535 1.774 -0.2 0.2 -0.2
H -1.696 4.089 1.481 -0.3 0.3 -0.2
H -3.592 1.668 -0.190 0.1 0.0 -0.3
H -3.383 1.371 -1.933 0.1 0.2 0.3
H -3.440 3.033 -1.304 0.2 -0.2 0.0
H -1.780 0.684 -3.356 0.3 0.0 0.0
H -0.013 0.714 -3.663 -0.3 0.0 0.2
H -0.985 2.164 -3.877 0.0 -0.1 0.1
H 1.970 1.132 -2.759 0.0 -0.1 0.2
H 2.940 1.014 -1.085 0.4 -0.2 -1.0
H 2.406 2.652 -2.029 0.5 -0.1 0.4
H 1.213 3.247 1.882 0.1 0.0 -0.1
H 1.480 4.268 0.459 -0.1 -0.4 0.0
H 2.468 2.807 0.681 -0.2 0.1 0.1
H -0.458 -1.135 -0.633 0.3 -0.1 -0.3
O 4.023 0.169 -0.977 1.2 2.8 -1.2
H 3.544 -0.460 -0.527 -1.6 -2.5 1.6
Se -1.938 -2.965 -0.121 -2.1 0.7 -0.4
C -0.651 -3.867 0.786 2.6 -2.0 0.9
C 0.192 -4.671 -0.062 -0.8 0.8 0.6
C 1.336 -5.272 0.413 -0.1 -0.2 0.8
C 1.641 -5.215 1.783 -0.2 0.2 0.1
C 0.769 -4.547 2.660 0.4 -0.3 -0.4
C -0.354 -3.876 2.182 -0.3 0.1 -1.3
H -0.112 -4.755 -1.104 0.4 0.1 0.1
H 2.000 -5.796 -0.263 0.0 0.0 0.0
H 2.570 -5.668 2.146 -0.4 0.1 0.0
H 0.985 -4.536 3.733 0.0 0.1 -0.4
H -0.998 -3.325 2.855 0.0 0.1 0.0
```
Forces are in eV/Å.